Model A:
The following is a DFT calculation (wB97M-V/def2-TZVPD) of the molecule C4H6N2O.

Computed properties:
2S+1: 1
frontier orbital gap: 8.07 eV
E_HOMO: -7.39 eV

Each line ends with the natural charge from an NBO analysis.
Positions of all 13 atoms, in Å:
N: 2.127 -0.453 0.474  -0.81
C: 0.752 -0.172 0.434  0.30
C: -0.338 -0.884 0.877  -0.37
C: -1.508 -0.160 0.486  -0.31
C: -1.085 0.915 -0.235  0.36
O: -1.666 1.435 -1.368  -0.69
N: 0.295 0.969 -0.175  -0.57
H: 2.531 -0.374 -0.455  0.37
H: 2.272 -1.405 0.792  0.38
H: -0.319 -1.906 1.231  0.22
H: -2.546 -0.452 0.567  0.22
H: -1.348 0.784 -2.014  0.47
H: 0.833 1.704 -0.611  0.42

---

Model B:
The following is a DFT calculation (wB97M-V/def2-TZVPD) of a structure of composition C4H6N2O.

Computed properties:
2S+1: 1
frontier orbital gap: 9.32 eV
E_HOMO: -8.50 eV

Each line ends with the natural charge from an NBO analysis.
Positions of all 13 atoms, in Å:
C: -2.060 0.188 0.032  -0.63
C: -0.775 0.067 -0.605  0.17
N: -0.468 -0.961 -1.348  -0.18
O: 0.953 -0.937 -1.286  -0.34
C: 1.221 -0.016 -0.339  0.51
N: 2.141 -0.409 0.585  -0.79
C: 0.239 0.824 0.020  -0.44
H: -2.669 -0.636 -0.337  0.24
H: -1.639 -0.228 1.151  0.22
H: -2.398 1.239 0.109  0.23
H: 2.516 0.384 1.090  0.39
H: 2.731 -1.045 0.072  0.39
H: 0.205 1.531 0.857  0.24

---

Model C:
The following is a DFT calculation (wB97M-V/def2-TZVPD) of the molecule C4H6N2O.

Computed properties:
2S+1: 1
frontier orbital gap: 9.54 eV
E_HOMO: -8.77 eV

Each line ends with the natural charge from an NBO analysis.
Positions of all 13 atoms, in Å:
H: -0.900 2.756 -0.478  0.38
N: -1.318 1.859 -0.229  -0.67
C: -0.470 0.939 -0.156  0.54
O: 1.068 1.263 -0.229  -0.55
C: 1.728 0.150 0.345  -0.10
C: 0.753 -0.929 0.093  -0.19
C: -0.517 -0.500 -0.056  0.04
N: -1.645 -1.239 -0.363  -0.80
H: 1.924 0.309 1.413  0.18
H: 2.677 -0.034 -0.172  0.19
H: 1.016 -1.978 0.067  0.21
H: -1.865 -1.947 0.328  0.38
H: -2.450 -0.648 -0.564  0.39

---

Which is most stable, and by how much? model A, by 22.1 kJ/mol.

---

Model A:
The following is a DFT calculation (wB97M-V/def2-TZVPD) of a structure of composition C9H15N2.

Computed properties:
2S+1: 1
frontier orbital gap: 8.43 eV
E_HOMO: -12.54 eV
net charge: +1

Each line ends with the natural charge from an NBO analysis.
Positions of all 26 atoms, in Å:
C: 1.103 -1.233 -0.347  0.32
C: 0.583 -0.453 -1.452  0.25
C: 2.552 -1.107 -0.001  -0.43
C: 2.642 0.409 -0.003  -0.42
C: 1.374 1.240 -0.018  -0.26
C: -0.993 0.465 -0.677  -0.07
C: -1.146 -0.788 0.256  -0.10
C: -1.689 1.743 -0.050  -0.58
C: -2.148 -1.738 -0.412  -0.60
N: 0.448 0.802 -0.992  -0.41
N: 0.126 -1.442 0.437  -0.47
H: 2.787 -1.577 0.907  0.24
H: 3.113 -1.529 -0.869  0.27
H: 3.193 0.835 0.761  0.25
H: 3.216 0.515 -0.932  0.24
H: 1.008 1.165 0.997  0.20
H: 1.625 2.234 -0.310  0.25
H: -1.488 0.140 -1.615  0.28
H: -1.441 -0.616 1.279  0.23
H: -2.614 1.405 0.126  0.22
H: -1.841 2.669 -0.743  0.25
H: -1.060 2.032 0.758  0.21
H: -1.665 -2.070 -1.298  0.23
H: -3.064 -1.081 -0.725  0.23
H: -2.453 -2.551 0.114  0.23
H: 0.184 -1.914 1.360  0.44

---

Model B:
The following is a DFT calculation (wB97M-V/def2-TZVPD) of a cluster of 2 separate species, C9H15N2 in total.

Computed properties:
2S+1: 1
frontier orbital gap: 7.84 eV
E_HOMO: -11.65 eV
net charge: +1

Each line ends with the natural charge from an NBO analysis.
Positions of all 26 atoms, in Å:
C: -2.702 0.649 -2.344  -0.28
C: -1.334 0.707 -1.970  -0.40
C: -3.350 -0.160 -1.451  -0.06
C: -1.266 -0.059 -0.856  0.22
C: 1.514 0.617 2.232  -0.41
C: 0.527 -0.461 1.772  -0.50
C: 1.554 1.554 1.031  -0.23
C: 0.775 -0.576 0.290  0.28
C: 1.218 -1.861 -0.320  -0.70
N: -2.443 -0.610 -0.534  -0.57
N: 1.575 0.612 -0.121  -0.56
H: -3.136 1.153 -3.184  0.24
H: -0.560 1.252 -2.474  0.22
H: -4.380 -0.457 -1.407  0.23
H: 1.193 1.122 3.137  0.26
H: 2.499 0.181 2.411  0.22
H: 0.684 -1.413 2.275  0.25
H: -0.493 -0.139 1.987  0.25
H: 0.636 2.143 0.976  0.24
H: 2.415 2.219 1.017  0.24
H: 1.340 -1.774 -1.397  0.24
H: 0.481 -2.635 -0.133  0.26
H: 2.165 -2.198 0.113  0.23
H: -2.642 -1.213 0.246  0.43
H: 1.190 1.034 -0.975  0.46
H: 2.540 0.312 -0.320  0.43

---

Which is most stable, and by how much? model B, by 256.6 kJ/mol.

---

Model A:
The following is a DFT calculation (wB97M-V/def2-TZVPD) of a cluster of 2 separate species, C2H10N4 in total.

Computed properties:
2S+1: 1
frontier orbital gap (alpha / beta): 7.42 / 7.42 eV
E_HOMO (alpha / beta): -6.24 / -6.24 eV

Each line ends with the natural charge from an NBO analysis.
Positions of all 16 atoms, in Å:
C: 0.134 1.375 -0.449  0.10
C: -1.089 1.268 0.391  -0.70
N: 0.747 -0.773 -0.904  -0.71
N: -0.360 -1.582 -0.542  -0.35
N: -0.092 -2.401 0.598  -0.69
N: 1.139 2.124 0.034  -0.77
H: 1.388 -0.799 -0.110  0.33
H: -0.581 -2.147 -1.359  0.33
H: 0.326 0.584 -1.318  0.32
H: 0.427 -3.244 0.350  0.33
H: -0.973 -2.661 1.023  0.35
H: 1.208 2.340 1.024  0.37
H: 1.982 2.239 -0.507  0.39
H: -1.922 1.800 -0.076  0.23
H: -1.381 0.212 0.440  0.26
H: -0.952 1.665 1.406  0.19

---

Model B:
The following is a DFT calculation (wB97M-V/def2-TZVPD) of a cluster of 2 separate species, C2H10N4 in total.

Computed properties:
2S+1: 1
frontier orbital gap: 9.65 eV
E_HOMO: -8.68 eV

Each line ends with the natural charge from an NBO analysis.
Positions of all 16 atoms, in Å:
C: 0.339 -2.291 -1.472  -0.61
C: -0.367 -1.291 -0.583  -0.61
N: 0.979 3.401 0.114  -0.50
N: -0.435 0.740 1.948  -0.67
N: 0.576 2.420 0.744  0.03
N: -0.469 1.816 0.989  -0.23
H: 1.250 -2.604 -0.965  0.20
H: -0.305 -3.158 -1.596  0.20
H: 0.643 -2.148 -2.543  0.22
H: -0.032 -0.311 -0.599  0.21
H: -1.455 -1.279 -0.968  0.20
H: 0.107 3.859 -0.201  0.31
H: -0.473 -1.737 0.344  0.20
H: -0.249 -0.056 1.426  0.35
H: -1.468 0.643 2.132  0.37
H: 1.360 1.998 1.228  0.34

---

Model C:
The following is a DFT calculation (wB97M-V/def2-TZVPD) of a cluster of 2 separate species, C2H10N4 in total.

Computed properties:
2S+1: 1
frontier orbital gap: 9.68 eV
E_HOMO: -8.70 eV

Each line ends with the natural charge from an NBO analysis.
Positions of all 16 atoms, in Å:
H: 0.641 2.873 -0.268  0.36
N: 0.954 3.819 -0.077  -0.78
C: 2.217 3.945 -0.017  0.33
N: 2.902 4.915 -0.689  -0.80
H: 2.879 3.261 0.544  0.12
H: 2.578 5.139 -1.614  0.40
H: 3.898 4.951 -0.563  0.38
N: -2.276 -2.723 0.023  -0.84
C: -1.993 -3.895 0.847  -0.07
N: -1.468 -5.068 0.177  -0.84
H: -2.861 -3.040 -0.744  0.34
H: -1.438 -2.325 -0.379  0.35
H: -1.379 -3.539 1.677  0.18
H: -2.885 -4.203 1.395  0.18
H: -2.224 -5.481 -0.359  0.35
H: -0.755 -4.897 -0.523  0.35

---

Which is most stable, and by how much? model C, by 310.9 kJ/mol.

---

Model A:
The following is a DFT calculation (wB97M-V/def2-TZVPD) of a cluster of 2 separate species, C4H13N2S in total.

Computed properties:
2S+1: 1
frontier orbital gap: 5.34 eV
E_HOMO: -2.18 eV
net charge: -1

Each line ends with the natural charge from an NBO analysis.
Positions of all 20 atoms, in Å:
C: 1.292 1.536 -0.470  -0.62
C: 1.027 0.460 -1.521  -0.43
C: 2.245 -0.444 -1.648  -0.52
S: 3.731 0.427 -2.206  -0.72
H: 1.634 1.103 0.473  0.19
H: 0.387 2.148 -0.245  0.17
H: 2.043 2.296 -0.885  0.24
H: 0.129 -0.146 -1.339  0.17
H: 0.910 0.945 -2.488  0.20
H: 1.994 -1.301 -2.360  0.16
H: 2.419 -0.964 -0.687  0.16
N: -2.022 -1.816 1.258  -0.91
C: -2.307 -0.576 1.928  -0.06
N: -1.653 0.630 1.422  -0.85
H: -2.507 -2.064 0.387  0.37
H: -1.262 -2.460 1.509  0.38
H: -3.392 -0.408 1.850  0.16
H: -2.146 -0.638 3.001  0.17
H: -0.641 0.509 1.582  0.37
H: -1.881 0.762 0.440  0.36

---

Model B:
The following is a DFT calculation (wB97M-V/def2-TZVPD) of a cluster of 2 separate species, C4H13N2S in total.

Computed properties:
2S+1: 1
frontier orbital gap: 6.35 eV
E_HOMO: -2.52 eV
net charge: -1

Each line ends with the natural charge from an NBO analysis.
Positions of all 20 atoms, in Å:
C: -2.386 -0.054 1.280  -0.62
C: -1.434 0.360 2.419  -0.51
S: 0.324 -0.004 2.009  -0.73
H: -2.245 -1.126 1.136  0.20
H: -2.108 0.413 0.333  0.20
H: -3.437 0.199 1.466  0.17
H: -1.754 -0.254 3.262  0.17
H: -1.446 1.422 2.650  0.18
C: -0.094 -1.366 -1.694  -0.44
N: 0.323 -0.287 -2.580  -0.65
C: 1.594 0.295 -2.202  -0.05
N: 1.529 1.114 -0.986  -0.88
H: -1.083 -1.721 -1.990  0.18
H: 0.632 -2.196 -1.696  0.15
H: -0.162 -1.054 -0.653  0.25
H: 0.244 -0.569 -3.546  0.34
H: 1.898 1.007 -2.972  0.16
H: 2.414 -0.421 -2.043  0.14
H: 0.922 1.905 -1.131  0.34
H: 1.256 0.618 -0.127  0.41

---

Which is most stable, and by how much? model B, by 20.3 kJ/mol.

---

Model A:
The following is a DFT calculation (wB97M-V/def2-TZVPD) of the ion C5H9N2O with charge +1.

Computed properties:
2S+1: 1
frontier orbital gap: 12.04 eV
E_HOMO: -15.01 eV
net charge: +1

Each line ends with the natural charge from an NBO analysis.
Positions of all 17 atoms, in Å:
C: -0.467 -1.001 0.978  -0.42
N: -0.030 0.084 0.100  -0.19
C: 0.859 -0.380 -1.052  -0.38
C: -0.934 1.239 -0.101  -0.20
C: 0.206 1.404 0.726  0.12
N: -0.095 1.382 2.064  -0.63
C: -0.009 1.999 3.098  0.93
O: -0.059 2.539 4.101  -0.41
H: 0.254 -1.298 1.622  0.23
H: -1.269 -0.734 1.593  0.24
H: -0.746 -1.891 0.482  0.24
H: 1.530 -1.071 -0.744  0.23
H: 0.062 -0.818 -1.819  0.24
H: 1.372 0.490 -1.438  0.23
H: -1.802 1.057 0.373  0.24
H: -1.000 1.422 -1.227  0.26
H: 1.172 1.871 0.461  0.25

---

Model B:
The following is a DFT calculation (wB97M-V/def2-TZVPD) of the ion C5H9N2O with charge +1.

Computed properties:
2S+1: 1
frontier orbital gap: 8.46 eV
E_HOMO: -13.88 eV
net charge: +1

Each line ends with the natural charge from an NBO analysis.
Positions of all 17 atoms, in Å:
C: -1.414 -0.256 -1.816  -0.65
C: -0.689 0.066 -0.493  0.37
N: -0.959 -0.753 0.602  -0.75
C: 0.168 1.109 -0.508  -0.44
C: 1.220 1.462 0.407  0.20
N: 1.296 0.804 1.549  -0.45
C: 1.173 -0.398 1.809  0.48
O: 1.609 -1.385 1.071  -0.59
H: -2.140 0.544 -2.085  0.27
H: -1.922 -1.178 -1.606  0.23
H: -0.831 -0.243 -2.646  0.25
H: -0.750 -0.436 1.554  0.41
H: -1.312 -1.677 0.478  0.43
H: 0.086 1.600 -1.548  0.26
H: 1.792 2.457 0.321  0.27
H: 0.869 -0.697 2.803  0.22
H: 1.805 -1.020 0.108  0.51

---

Which is most stable, and by how much? model B, by 8.2 kJ/mol.

---

Model A:
The following is a DFT calculation (wB97M-V/def2-TZVPD) of a cluster of 2 separate species, C5H9N2O in total.

Computed properties:
2S+1: 1
frontier orbital gap (alpha / beta): 7.97 / 7.97 eV
E_HOMO (alpha / beta): -13.01 / -13.01 eV
net charge: +1

Each line ends with the natural charge from an NBO analysis.
Positions of all 17 atoms, in Å:
C: -2.651 0.965 -0.615  0.06
C: -1.159 -0.929 -0.689  0.78
C: 0.899 -0.797 1.380  -0.26
C: 0.666 0.008 0.130  0.08
C: 1.079 1.379 -0.200  -0.70
N: -2.042 -0.152 -0.452  -0.43
N: 1.461 -1.303 0.102  -0.57
O: -0.812 -2.073 -0.889  -0.56
H: -3.287 1.236 0.227  0.23
H: -2.455 1.467 -1.601  0.22
H: 1.530 -0.434 2.136  0.23
H: 0.065 -1.134 1.828  0.23
H: 0.493 2.070 0.506  0.26
H: 0.727 1.664 -1.216  0.24
H: 2.130 1.465 -0.372  0.26
H: 2.469 -1.293 -0.025  0.44
H: 0.886 -2.139 -0.249  0.48

---

Model B:
The following is a DFT calculation (wB97M-V/def2-TZVPD) of the ion C5H9N2O with charge +1.

Computed properties:
2S+1: 1
frontier orbital gap: 9.62 eV
E_HOMO: -13.78 eV
net charge: +1

Each line ends with the natural charge from an NBO analysis.
Positions of all 17 atoms, in Å:
H: 1.779 -2.161 -0.123  0.37
N: 0.790 -1.841 0.071  -0.57
C: 0.489 -0.677 0.443  0.27
C: -1.033 -0.401 0.575  -0.39
C: -2.022 -1.034 -0.461  -0.59
C: -0.800 1.102 0.433  0.69
O: -1.423 2.045 0.088  -0.43
C: 1.051 0.723 0.620  -0.30
N: 1.891 1.191 -0.437  -0.65
H: -1.439 -0.575 1.566  0.28
H: -1.425 -1.890 -0.734  0.25
H: -2.152 -0.418 -1.341  0.22
H: -2.994 -1.195 -0.075  0.24
H: 1.164 0.992 1.614  0.26
H: 1.969 2.245 -0.315  0.46
H: 1.368 1.081 -1.236  0.43
H: 2.788 0.814 -0.687  0.44

---

Model C:
The following is a DFT calculation (wB97M-V/def2-TZVPD) of a cluster of 2 separate species, C5H9N2O in total.

Computed properties:
2S+1: 1
frontier orbital gap (alpha / beta): 7.82 / 7.57 eV
E_HOMO (alpha / beta): -13.05 / -12.33 eV
net charge: +1

Each line ends with the natural charge from an NBO analysis.
Positions of all 17 atoms, in Å:
C: -1.108 -2.257 -0.187  0.18
C: -0.803 -0.979 1.686  0.22
C: -0.144 -1.400 -1.009  -0.55
C: 0.756 -0.524 -0.082  0.71
C: -0.206 1.933 -0.239  -0.48
N: -1.397 -1.919 0.982  -0.41
N: 0.409 -0.376 1.241  -0.57
O: 1.926 -0.366 -0.534  -0.60
H: -1.482 -3.164 -0.635  0.22
H: -1.258 -0.490 2.548  0.22
H: 0.613 -1.955 -1.485  0.26
H: -0.713 -0.770 -1.720  0.28
H: -0.399 2.162 0.762  0.16
H: -1.073 2.001 -0.830  0.19
H: 0.779 2.031 -0.564  0.17
H: 1.083 0.036 1.945  0.45
H: 2.691 -0.076 0.119  0.54

---

Which is most stable, and by how much? model B, by 125.0 kJ/mol.